# C22H22N4S2V

A molecular structure, C22H22N4S2V (wB97M-V/def2-TZVPD, OMol25).

Structure (XYZ):
```
51
Properties=species:S:1:pos:R:3:lowdin_charge:R:1
V 0.1333 0.7114 0.0744 0.47
C -0.4121 -2.2132 -0.4774 -0.02
N -1.0138 -1.0322 0.2099 -0.25
C -1.2550 -1.3451 1.6616 -0.11
C 0.0393 -1.1925 2.4179 -0.13
N 0.5384 0.2034 2.2399 -0.22
C -0.2088 1.1244 3.1691 -0.04
C 1.9533 0.3281 2.6138 -0.29
C 2.4476 -0.1769 3.8045 0.00
C 3.7780 0.0498 4.1340 -0.02
C 4.5991 0.7867 3.2908 -0.03
C 4.1051 1.2842 2.0951 -0.07
C 2.7763 1.0453 1.7664 -0.52
S 2.1521 1.5430 0.1908 0.85
C -2.2469 -0.5545 -0.4347 -0.26
C -3.0943 -1.4411 -1.0808 0.01
C -4.2664 -0.9779 -1.6611 -0.01
C -4.5835 0.3719 -1.6166 -0.03
C -3.7290 1.2678 -0.9977 -0.08
C -2.5590 0.8165 -0.3893 -0.51
S -1.5040 2.0761 0.3477 0.86
H -0.9826 -3.1139 -0.2546 0.11
H 0.6063 -2.3569 -0.1195 0.10
H -0.4036 -2.0380 -1.5492 0.10
H -1.6633 -2.3542 1.7385 0.15
H -2.0150 -0.6527 2.0183 0.13
H 0.8065 -1.8745 2.0504 0.14
H -0.1127 -1.4168 3.4755 0.14
H 0.0251 0.8474 4.1963 0.11
H -1.2777 1.0545 2.9978 0.07
H 0.1224 2.1441 2.9874 0.11
H 1.8177 -0.7378 4.4830 0.13
H 4.1735 -0.3481 5.0584 0.13
H 5.6310 0.9661 3.5587 0.13
H 4.7437 1.8416 1.4229 0.12
H -2.8593 -2.4945 -1.1271 0.12
H -4.9354 -1.6784 -2.1419 0.13
H -5.4995 0.7305 -2.0660 0.13
H -3.9739 2.3220 -0.9694 0.12
N 1.2146 0.2816 -7.2947 0.23
C 1.0243 0.3756 -6.1670 -0.13
C 0.8015 0.4832 -4.7512 -0.17
C 1.5663 -0.2714 -3.8657 0.04
C 1.3279 -0.1382 -2.5172 -0.13
N 0.3681 0.6659 -2.0149 -0.08
C -0.3623 1.3933 -2.8824 -0.07
C -0.1730 1.3355 -4.2456 0.05
H 2.3404 -0.9385 -4.2165 0.14
H 1.9327 -0.6874 -1.8072 0.11
H -1.1167 2.0369 -2.4548 0.11
H -0.7766 1.9477 -4.9002 0.14
```

As for the spin multiplicity: 2. As for the energy: -2810.41591 hartree. Its total charge is +2. As for the expectation value of S²: 0.871. Its HOMO energy (alpha / beta) is -14.7 / -14.8 eV. For the lowest unoccupied orbital energy (alpha / beta), the calculation gives -8.494 / -7.435 eV.

=====

# C22H22N6O2Sn

A molecular structure, C22H22N6O2Sn (wB97M-V/def2-TZVPD, OMol25).

Structure (XYZ):
```
53
Properties=species:S:1:pos:R:3:lowdin_charge:R:1
Sn -1.2194 -1.1914 1.5719 1.58
C 2.6726 -0.5036 4.0937 -0.06
C 1.4566 -1.0019 3.6428 -0.09
N 1.1195 -0.9142 2.3590 -0.02
C 1.9777 -0.3445 1.5061 -0.19
C 3.1674 0.1998 1.9889 -0.03
N 3.5017 0.1182 3.2674 0.13
C 1.5801 -0.3277 0.0848 -0.18
C 2.5067 -0.0979 -0.9161 0.08
C 2.1059 -0.0915 -2.2509 -0.10
C 0.7565 -0.3283 -2.5119 0.08
C -0.1176 -0.5759 -1.4699 -0.18
N 0.2867 -0.5775 -0.1865 0.04
C -1.5358 -0.8975 -1.7199 -0.19
C -2.1962 -0.6512 -2.9232 -0.03
N -3.4406 -1.0524 -3.1278 0.14
C -4.0633 -1.7019 -2.1545 -0.06
C -3.4509 -1.8828 -0.9200 -0.10
N -2.2004 -1.4783 -0.7162 -0.03
C 3.0683 0.1254 -3.3416 -0.18
C 2.7422 0.9187 -4.4382 0.00
C 3.6853 1.0742 -5.4444 -0.10
N 4.8721 0.4828 -5.4142 0.09
C 5.1837 -0.2781 -4.3743 -0.10
C 4.3224 -0.4791 -3.3043 0.00
H 2.9792 -0.5929 5.1280 0.13
H 0.7489 -1.4778 4.3093 0.13
H 3.8666 0.7272 1.3519 0.13
H 3.5435 0.0748 -0.6672 0.13
H 0.4127 -0.3675 -3.5355 0.13
H -1.7338 -0.1114 -3.7406 0.13
H -5.0614 -2.0656 -2.3627 0.13
H -3.9544 -2.3658 -0.0910 0.13
H 1.7932 1.4372 -4.4960 0.12
H 3.4810 1.6922 -6.3107 0.12
H 6.1593 -0.7491 -4.3982 0.12
H 4.6092 -1.1229 -2.4823 0.12
C -3.9547 0.9430 0.6234 -0.04
O -3.1628 0.3664 1.6683 -0.37
C -3.5696 0.8661 2.9491 -0.17
C -2.6672 0.2605 4.0040 -0.19
O -1.3071 0.3770 3.6037 -0.37
C -0.7835 1.7076 3.7124 -0.03
H -5.0105 0.7079 0.7714 0.12
H -3.6199 0.5243 -0.3209 0.07
H -3.8342 2.0280 0.6052 0.11
H -4.6044 0.5799 3.1540 0.15
H -3.4972 1.9573 2.9412 0.14
H -2.8663 -0.8084 4.0989 0.12
H -2.8352 0.7426 4.9691 0.15
H -0.8167 2.0380 4.7515 0.12
H -1.3452 2.4076 3.0917 0.10
H 0.2493 1.6806 3.3712 0.09
```

As for the energy: -1544.32764 hartree. Its energy relative to the best compared isomer or geometry (same formula, charge and spin) is 0.286 eV. Its total charge is +2. Its HOMO energy is -14.3 eV. For the lowest unoccupied orbital energy, the calculation gives -7.419 eV.

=====

# C22H23

2 unconnected molecules or ions with the total composition C22H23 in a non-equilibrium geometry (wB97M-V/def2-TZVPD, OMol25).

Structure (XYZ):
```
45
Properties=species:S:1:pos:R:3:lowdin_charge:R:1
C 0.5566 -1.6426 2.2127 -0.19
C -0.7113 -1.1396 2.9312 -0.20
C -1.0961 0.2743 2.7128 -0.10
C -0.2350 1.3132 2.5831 -0.11
C 1.2061 1.2972 2.6290 -0.11
C 2.0825 0.2804 2.8280 -0.08
C 1.7967 -1.1790 2.9721 -0.21
H 0.5304 -2.7380 2.2186 0.11
H 0.5917 -1.3104 1.1715 0.12
H -1.5544 -1.7765 2.6357 0.11
H -0.5453 -1.2840 4.0118 0.13
H -2.1609 0.4706 2.8013 0.05
H -0.6631 2.3205 2.4832 0.09
H 1.6404 2.3045 2.5350 0.10
H 3.1424 0.5389 2.9265 0.11
H 1.6770 -1.4465 4.0348 0.12
H 2.6742 -1.7358 2.6057 0.12
C -3.7607 3.6926 2.0623 0.06
C -4.1087 5.0369 2.4293 -0.20
C -3.4776 6.1428 1.7858 0.00
C -3.7867 7.4581 2.1301 -0.05
C -4.7551 7.7199 3.1148 -0.03
C -5.4032 6.6510 3.7539 -0.05
C -5.0992 5.3313 3.4134 0.00
C -4.2151 2.5500 2.7116 -0.06
C -4.1245 1.2604 2.1869 0.03
C -4.8800 0.1579 2.7444 -0.22
C -5.4218 -0.8790 1.9308 0.00
C -6.2181 -1.8822 2.4875 -0.05
C -6.4611 -1.9056 3.8724 -0.03
C -5.9305 -0.8969 4.6912 -0.05
C -5.1488 0.1169 4.1377 -0.01
H -3.1128 3.5567 1.1885 0.14
H -2.7366 5.9289 1.0129 0.12
H -3.2687 8.2838 1.6332 0.12
H -4.9938 8.7523 3.3843 0.12
H -6.1466 6.8553 4.5302 0.12
H -5.6265 4.5049 3.8986 0.12
H -4.6664 2.6629 3.7021 0.11
H -3.5986 1.1113 1.2354 0.14
H -5.2444 -0.8347 0.8533 0.12
H -6.6608 -2.6460 1.8395 0.12
H -7.0717 -2.7011 4.3064 0.12
H -6.1471 -0.8836 5.7631 0.12
H -4.7607 0.9197 4.7691 0.12
```

As for the energy: -851.79211 hartree. Its energy relative to the best compared isomer or geometry (same formula, charge and spin) is 0.970 eV. Its total charge is +1. Its HOMO energy is -10.5 eV. For the lowest unoccupied orbital energy, the calculation gives -5.776 eV.